# 1
{"formula": "C3H10N2O2", "method": "the ωB97M-V functional and the def2-TZVPD basis", "total_charge": 0, "smiles": "[O-]/[NH+]=C/O.C=C.N", "spin_multiplicity": 1, "homo_energy_ev": [-8.6, -8.6], "relative_energy_kcal_mol": 141.16, "e_lumo_ev": [0.4, 0.4], "orbital_gap_ev": [9.0, 9.0], "species": ["O", "N", "C", "O", "H", "H", "H", "C", "C", "H", "H", "H", "H", "N", "H", "H", "H"], "positions_angstrom": [[0.097, -0.132, -2.272], [-0.657, 0.499, -1.448], [-0.489, 0.383, -0.148], [-1.335, 1.150, 0.678], [-1.676, 0.631, -1.679], [0.367, 0.114, 0.359], [-1.494, 1.996, 0.438], [-1.738, -2.351, -0.540], [-1.216, -2.010, 0.649], [-1.630, -3.386, -0.732], [-2.291, -1.665, -1.139], [-0.651, -2.767, 1.049], [-1.294, -1.083, 1.203], [2.211, 1.894, 2.366], [1.341, 1.872, 1.846], [2.878, 1.187, 1.994], [2.568, 2.837, 2.350]], "mulliken_charge": [-0.585, 0.097, -0.451, -0.482, 0.310, 0.704, 0.279, -0.494, -0.555, 0.237, 0.225, 0.249, 0.431, -0.667, 0.242, 0.240, 0.219]}


# 2
{"formula": "C3H10N2O2", "method": "the ωB97M-V functional and the def2-TZVPD basis", "total_charge": 0, "spin_multiplicity": 1, "homo_energy_ev": -8.5, "relative_energy_kcal_mol": 115.83, "e_lumo_ev": 0.6, "orbital_gap_ev": 9.2, "species": ["C", "C", "O", "H", "H", "H", "H", "H", "H", "N", "N", "C", "O", "H", "H", "H", "H"], "positions_angstrom": [[-0.717, 1.236, -0.711], [-2.686, 0.366, 0.648], [-0.023, 1.971, 0.140], [0.676, 1.409, 0.561], [-1.722, 0.314, -0.098], [-1.412, 1.900, -1.253], [-2.608, -0.593, 1.151], [-2.622, 1.179, 1.363], [-3.582, 0.426, 0.045], [1.340, -0.774, -0.466], [1.826, -0.053, 0.654], [1.970, -1.880, -0.908], [2.962, -2.353, -0.396], [0.528, -0.318, -0.918], [2.813, 0.158, 0.497], [1.800, -0.665, 1.470], [1.456, -2.325, -1.778]], "mulliken_charge": [-0.814, -0.959, -0.404, 0.570, 0.405, 0.235, 0.291, 0.251, 0.309, 0.187, -0.671, 0.014, -0.568, 0.365, 0.232, 0.231, 0.327]}


# 3
{"formula": "C3H10N2O2", "method": "the ωB97M-V functional and the def2-TZVPD basis", "total_charge": 0, "smiles": "CC(N)=O.NCO", "spin_multiplicity": 1, "homo_energy_ev": -9.9, "relative_energy_kcal_mol": 24.78, "e_lumo_ev": 0.7, "orbital_gap_ev": 10.6, "species": ["C", "C", "N", "O", "H", "H", "H", "H", "H", "N", "C", "O", "H", "H", "H", "H", "H"], "positions_angstrom": [[-0.176, 0.926, -1.657], [-1.479, 0.519, -0.892], [-2.174, -0.526, -1.411], [-1.824, 1.102, 0.152], [0.671, 0.269, -1.302], [-0.061, 2.034, -1.463], [-0.238, 0.784, -2.750], [-2.921, -0.879, -0.827], [-1.695, -1.155, -1.968], [1.724, -1.499, 1.771], [0.815, -0.373, 1.588], [1.513, 0.837, 1.154], [2.050, -1.824, 0.857], [2.580, -1.090, 2.242], [0.056, -0.569, 0.848], [0.307, -0.126, 2.513], [0.851, 1.572, 1.146]], "mulliken_charge": [-0.884, 0.575, -0.432, -0.602, 0.277, 0.235, 0.393, 0.248, 0.204, -0.651, 0.002, -0.552, 0.248, 0.269, 0.067, 0.288, 0.315]}


# 4
{"formula": "C3H10N2O2", "method": "the ωB97M-V functional and the def2-TZVPD basis", "total_charge": 0, "smiles": "CNCO.NC=O", "spin_multiplicity": 1, "homo_energy_ev": -9.0, "relative_energy_kcal_mol": 34.75, "e_lumo_ev": 0.8, "orbital_gap_ev": 9.8, "species": ["C", "N", "C", "O", "H", "H", "H", "H", "H", "H", "H", "N", "C", "O", "H", "H", "H"], "positions_angstrom": [[0.459, -0.294, -1.570], [-0.352, -1.466, -1.242], [-0.401, -1.707, 0.168], [-1.238, -2.810, 0.479], [0.012, 0.580, -1.101], [0.401, -0.137, -2.648], [1.502, -0.346, -1.250], [-0.072, -2.271, -1.782], [0.582, -1.900, 0.615], [-0.829, -0.818, 0.647], [-1.887, -2.807, -0.236], [-0.345, 2.166, 1.538], [0.954, 2.403, 1.222], [1.650, 1.682, 0.547], [-0.875, 2.866, 2.029], [-0.848, 1.450, 1.058], [1.289, 3.410, 1.524]], "mulliken_charge": [-0.758, -0.394, -0.065, -0.529, 0.143, 0.347, 0.303, 0.206, 0.275, 0.105, 0.311, -0.275, 0.079, -0.484, 0.225, 0.201, 0.311]}


# 5
{"formula": "C3H10N2O2", "method": "the ωB97M-V functional and the def2-TZVPD basis", "total_charge": 0, "spin_multiplicity": 1, "homo_energy_ev": [-6.0, -6.0], "relative_energy_kcal_mol": 123.25, "e_lumo_ev": [0.7, 0.7], "orbital_gap_ev": [6.8, 6.8], "species": ["C", "C", "C", "N", "N", "O", "O", "H", "H", "H", "H", "H", "H", "H", "H", "H", "H"], "positions_angstrom": [[1.148, -1.848, 0.442], [-0.101, -1.004, 0.312], [-0.156, 0.461, 0.718], [-1.120, 1.741, -1.642], [0.093, 1.202, -1.376], [0.924, 1.039, 1.395], [-1.312, 1.006, 0.995], [1.446, -1.954, 1.490], [2.028, -1.758, -0.100], [0.768, -2.825, 0.110], [-0.419, -1.053, -0.738], [-0.871, -1.465, 0.876], [-1.019, 2.670, -1.337], [-1.977, 1.303, -1.843], [0.149, 0.230, -1.838], [1.578, 0.400, 1.127], [-1.160, 1.855, 1.408]], "mulliken_charge": [-1.456, -0.386, 0.609, -0.243, -0.568, -0.562, -0.442, 0.391, 0.451, 0.370, 0.229, 0.344, 0.224, 0.170, 0.213, 0.322, 0.334]}


# 6
{"formula": "C3H10N2O2S", "method": "the ωB97M-V functional and the def2-TZVPD basis", "total_charge": 0, "smiles": "NC(=O)NCCS.O", "spin_multiplicity": 1, "homo_energy_ev": -9.2, "relative_energy_kcal_mol": 24.09, "e_lumo_ev": 0.6, "orbital_gap_ev": 9.8, "species": ["N", "C", "O", "N", "C", "C", "S", "H", "H", "H", "H", "H", "H", "H", "H", "O", "H", "H"], "positions_angstrom": [[1.832, -1.201, -1.449], [1.616, -0.192, -2.383], [2.327, 0.032, -3.335], [0.406, 0.524, -2.288], [-0.468, 0.525, -1.127], [-0.081, 1.426, 0.049], [1.053, 0.774, 1.291], [2.692, -1.649, -1.720], [1.060, -1.694, -1.048], [0.496, 1.409, -2.762], [-0.586, -0.441, -0.607], [-1.428, 0.777, -1.604], [-0.881, 1.664, 0.770], [0.266, 2.396, -0.342], [2.133, 0.644, 0.558], [-3.554, -1.208, 5.375], [-3.196, -1.897, 5.952], [-3.687, -1.888, 4.669]], "mulliken_charge": [-0.356, 0.470, -0.613, -0.208, -0.639, -0.542, -0.202, 0.243, 0.213, 0.234, 0.267, 0.372, 0.338, 0.321, 0.101, -0.629, 0.313, 0.316]}


# 7
{"formula": "C3H10N2O3", "method": "the ωB97M-V functional and the def2-TZVPD basis", "total_charge": 0, "smiles": "c1c[nH]cn1.O.O.O", "spin_multiplicity": 1, "homo_energy_ev": -8.9, "relative_energy_kcal_mol": 48.63, "e_lumo_ev": 0.4, "orbital_gap_ev": 9.3, "species": ["C", "C", "N", "C", "N", "H", "H", "H", "H", "O", "H", "H", "O", "H", "H", "O", "H", "H"], "positions_angstrom": [[0.635, -0.370, 2.214], [-0.221, 0.692, 2.395], [-0.535, 1.182, 1.151], [0.017, 0.213, 0.230], [0.672, -0.738, 0.866], [1.485, -0.767, 2.940], [-0.174, 1.300, 3.345], [-0.943, 1.989, 0.897], [-0.194, 0.315, -0.791], [1.619, -2.386, -1.666], [1.528, -2.035, -0.693], [1.650, -3.393, -1.478], [-1.459, -2.362, -2.698], [-1.631, -2.865, -1.953], [-0.586, -2.746, -2.822], [-0.539, 4.012, -0.655], [-1.470, 3.709, -0.843], [-0.173, 4.061, -1.604]], "mulliken_charge": [-0.371, -0.221, 0.024, -0.213, -0.346, 0.285, 0.269, 0.110, 0.391, -0.685, 0.433, 0.324, -0.611, 0.292, 0.309, -0.662, 0.337, 0.335]}


# 8
{"formula": "C3H10N2O3", "method": "the ωB97M-V functional and the def2-TZVPD basis", "total_charge": 0, "smiles": "NCCNC(=O)O.O", "spin_multiplicity": 1, "homo_energy_ev": -9.7, "relative_energy_kcal_mol": 39.20, "e_lumo_ev": 0.7, "orbital_gap_ev": 10.3, "species": ["N", "C", "C", "N", "C", "O", "O", "H", "H", "H", "H", "H", "H", "H", "H", "O", "H", "H"], "positions_angstrom": [[1.134, 2.095, -0.376], [0.175, 1.880, 0.744], [0.250, 0.293, 0.904], [-0.994, -0.342, 1.272], [-1.291, -1.641, 1.158], [-2.267, -2.141, 1.663], [-0.346, -2.407, 0.593], [2.064, 1.546, -0.301], [1.577, 3.047, -0.485], [0.338, 2.373, 1.852], [-0.706, 2.173, 0.319], [1.182, 0.258, 1.558], [0.424, -0.156, -0.085], [-1.699, 0.116, 1.685], [-0.528, -3.326, 0.583], [0.532, -1.504, -3.519], [-0.133, -0.843, -3.115], [0.288, -1.420, -4.449]], "mulliken_charge": [-0.598, -0.464, -0.406, -0.086, 0.616, -0.629, -0.467, 0.233, 0.228, 0.227, 0.399, 0.188, 0.274, 0.157, 0.330, -0.631, 0.318, 0.313]}


# 9
{"formula": "C3H10N2O3", "method": "the ωB97M-V functional and the def2-TZVPD basis", "total_charge": 0, "smiles": "COC(N)=O.CON", "spin_multiplicity": 1, "homo_energy_ev": -10.2, "relative_energy_kcal_mol": 96.93, "e_lumo_ev": 0.8, "orbital_gap_ev": 11.0, "species": ["C", "O", "C", "N", "O", "H", "H", "H", "H", "H", "C", "O", "N", "H", "H", "H", "H", "H"], "positions_angstrom": [[-1.588, 0.565, 1.691], [-1.462, 0.739, 0.275], [-2.032, -0.345, -0.581], [-1.058, -0.304, -1.490], [-3.093, -0.855, -0.396], [-2.586, 0.176, 1.900], [-0.822, -0.122, 2.051], [-1.470, 1.543, 2.152], [-0.549, 0.569, -0.803], [-1.254, -0.662, -2.412], [2.354, 0.533, -0.779], [1.528, 0.329, 0.358], [1.303, -1.041, 0.650], [3.358, 0.119, -0.619], [1.914, 0.084, -1.678], [2.426, 1.612, -0.913], [0.819, -1.446, -0.154], [2.212, -1.495, 0.749]], "mulliken_charge": [-0.608, -0.381, 0.432, -0.432, -0.533, 0.330, 0.272, 0.210, 0.533, 0.187, -0.683, -0.206, -0.484, 0.321, 0.303, 0.229, 0.228, 0.282]}


# 10
{"formula": "C3H10N2O3", "method": "the ωB97M-V functional and the def2-TZVPD basis", "total_charge": 0, "spin_multiplicity": 1, "homo_energy_ev": -8.9, "relative_energy_kcal_mol": 277.68, "e_lumo_ev": -5.0, "orbital_gap_ev": 3.9, "species": ["C", "N", "C", "O", "O", "C", "N", "H", "H", "H", "H", "H", "H", "H", "H", "H", "H", "O"], "positions_angstrom": [[0.320, 1.199, 0.106], [1.420, 1.154, -0.869], [2.222, 0.203, -0.812], [1.979, -1.174, -0.553], [-2.310, -2.281, 0.214], [-0.816, 0.100, 0.135], [-0.953, -0.593, -1.029], [-0.253, 2.086, -0.170], [0.690, 1.369, 1.118], [3.227, 0.292, -1.222], [1.733, -0.598, 0.232], [-0.591, -0.554, 1.013], [-1.745, 0.612, 0.415], [-1.602, -1.426, -0.817], [-0.073, -0.936, -1.406], [-0.869, 2.145, 3.064], [-3.249, -2.485, 0.098], [-0.888, 1.837, 2.147]], "mulliken_charge": [-0.831, -0.308, -0.034, -0.454, -0.688, -0.288, -0.275, 0.376, 0.458, 0.434, 0.357, 0.301, 0.407, 0.366, 0.315, 0.207, 0.264, -0.607]}


# 11
{"formula": "C3H10N2O4P2", "method": "the ωB97M-V functional and the def2-TZVPD basis", "total_charge": -2, "spin_multiplicity": 1, "homo_energy_ev": 0.0, "relative_energy_kcal_mol": 26.35, "e_lumo_ev": 6.4, "orbital_gap_ev": 6.5, "species": ["C", "C", "C", "N", "N", "O", "O", "O", "O", "P", "P", "H", "H", "H", "H", "H", "H", "H", "H", "H", "H"], "positions_angstrom": [[0.556, -1.055, -1.201], [0.290, -0.977, 1.249], [0.231, -0.248, 0.024], [-1.962, 1.765, 1.074], [0.613, 2.348, -1.120], [-2.540, 1.088, -1.447], [2.655, 0.911, -0.296], [-3.057, -0.513, 0.396], [0.999, 2.104, 1.405], [-2.152, 0.561, -0.148], [1.261, 1.334, 0.102], [0.111, -0.688, -2.208], [0.177, -2.066, -1.148], [1.684, -1.089, -1.251], [0.802, -0.365, 2.044], [0.701, -2.005, 1.096], [-0.715, -1.066, 1.730], [-1.732, 1.194, 1.902], [-1.043, 2.088, 0.842], [0.982, 2.033, -1.942], [-0.330, 2.762, -1.249]], "mulliken_charge": [-1.637, -1.475, 1.272, -0.817, -0.547, -0.701, -0.836, -0.771, -0.778, 0.844, 0.421, 0.231, 0.482, 0.313, 0.300, 0.337, 0.197, 0.315, 0.363, 0.185, 0.301]}


# 12
{"formula": "C3H10N2OS", "method": "the ωB97M-V functional and the def2-TZVPD basis", "total_charge": 0, "spin_multiplicity": 1, "homo_energy_ev": -8.6, "relative_energy_kcal_mol": 81.49, "e_lumo_ev": 0.8, "orbital_gap_ev": 9.3, "species": ["C", "C", "C", "N", "N", "O", "S", "H", "H", "H", "H", "H", "H", "H", "H", "H", "H"], "positions_angstrom": [[2.315, -1.007, 1.155], [-0.548, 1.872, 0.225], [-0.987, 0.892, -0.725], [-0.818, 0.699, -1.920], [-1.868, -1.681, -0.990], [-1.582, -0.666, 1.507], [-2.143, -0.447, 0.216], [2.159, -1.988, 1.321], [3.278, -0.904, 0.637], [1.495, -0.426, 0.726], [-0.536, 1.442, 1.154], [0.504, 2.113, -0.121], [-1.078, 2.780, 0.076], [-1.002, -2.248, -0.860], [-0.103, 1.268, -2.480], [2.667, -0.519, 2.042], [-1.753, -1.179, -1.963]], "mulliken_charge": [-0.991, -1.255, 0.740, -0.708, -0.632, -0.512, 0.418, 0.300, 0.335, 0.054, 0.430, 0.302, 0.364, 0.284, 0.242, 0.306, 0.322]}


# 13
{"formula": "C3H10N2S", "method": "the ωB97M-V functional and the def2-TZVPD basis", "total_charge": -1, "s2": 0.75, "spin_multiplicity": 2, "homo_energy_ev": [-3.0, -2.9], "relative_energy_kcal_mol": 48.36, "e_lumo_ev": [3.8, 2.2], "orbital_gap_ev": [6.8, 5.2], "species": ["N", "C", "C", "S", "C", "N", "H", "H", "H", "H", "H", "H", "H", "H", "H", "H"], "positions_angstrom": [[-0.428, 0.391, -1.398], [0.000, 1.510, -0.695], [1.256, 1.682, -0.240], [-3.081, 0.103, 0.287], [0.533, -1.319, 1.079], [1.413, -1.377, -0.147], [-1.408, 0.135, -1.335], [0.238, -0.382, -1.303], [-0.822, 2.169, -0.382], [1.952, 0.883, -0.383], [1.616, 2.639, 0.140], [-4.233, -0.425, 0.691], [0.750, -1.619, 2.116], [-0.473, -1.705, 0.780], [1.019, -0.335, 1.134], [1.669, -2.350, -0.346]], "mulliken_charge": [-0.506, 0.060, -0.943, -0.817, -0.537, -0.505, 0.193, 0.281, 0.280, 0.384, 0.243, -0.078, 0.291, 0.227, 0.259, 0.169]}


# 14
{"formula": "C3H10N2S", "method": "the ωB97M-V functional and the def2-TZVPD basis", "total_charge": 0, "smiles": "NC[C@H](N)CS", "spin_multiplicity": 1, "homo_energy_ev": -8.4, "relative_energy_kcal_mol": 93.96, "e_lumo_ev": 0.8, "orbital_gap_ev": 9.2, "species": ["N", "C", "C", "N", "C", "S", "H", "H", "H", "H", "H", "H", "H", "H", "H", "H"], "positions_angstrom": [[1.061, -1.439, -0.775], [1.395, -0.142, 0.181], [-0.096, 0.341, 0.789], [-0.574, -0.953, 1.286], [-0.715, 1.017, -0.549], [-1.911, 2.034, 0.317], [1.585, -2.192, -0.569], [0.742, -1.338, -1.891], [1.860, -0.541, 1.029], [1.905, 0.732, -0.314], [0.291, 1.125, 1.511], [-1.647, -1.138, 1.372], [-0.038, -1.767, 0.499], [-1.008, 0.150, -1.295], [0.194, 1.507, -1.044], [-3.045, 2.605, -0.547]], "mulliken_charge": [-0.620, -0.933, 0.058, -0.739, -0.451, -0.244, 0.215, 0.205, 0.472, 0.382, 0.376, 0.252, 0.408, 0.258, 0.239, 0.122]}